No. 1
3 unconnected molecules or ions with the total composition C32H46N4Si in a non-equilibrium geometry, computed with ωB97M-V/def2-TZVPD.

Positions of all 83 atoms, in Å:
Si 2.3126 0.2537 -0.2204
N -0.3805 -0.0408 2.7204
N -1.2061 -0.4779 -3.4931
N -5.1765 -3.0603 6.1278
N -1.8684 -2.2445 -1.3762
C -4.1849 -4.2628 3.0182
C 4.1787 0.9126 -2.2818
C -0.6066 -0.8283 3.5240
C -5.4496 -4.3524 3.8767
C -1.8881 -0.0431 -2.3996
C 4.8426 0.7962 -3.4999
C -1.9193 2.2736 -3.4349
C -0.8743 -1.8614 4.5192
C 3.5895 -1.2093 -3.9378
C 2.7223 4.1291 -0.3942
C 1.5375 -2.6509 4.7245
C -2.2886 1.3253 -2.3193
C 1.3955 1.9001 -0.2869
C -2.9752 1.7646 -1.2107
C -0.8647 -1.7350 -3.4818
C 3.2023 -0.0015 -1.8630
C -0.4105 2.5898 -3.3803
C -3.2933 0.8791 -0.1532
C 1.3544 4.2512 -2.5846
C -5.2964 -3.6291 5.1379
C -3.8813 -2.8399 2.5647
C 1.8050 4.9635 -1.2956
C 0.9998 -1.0998 -0.1216
C -2.9245 -0.4353 -0.2324
C -2.2142 -0.9271 -1.3497
C -0.1127 3.7919 -2.4858
C 4.5411 -0.2776 -4.3359
C -1.1951 -2.6079 -2.4305
C 1.9908 3.1018 0.4739
C 3.4511 0.0696 1.2605
C 0.3153 -2.1022 5.4532
C 2.9266 -1.0715 -2.7207
H 3.9015 -0.9189 1.2048
H -2.1722 1.7963 -4.3784
H 0.0003 2.7345 -4.3764
H -0.8830 -3.6409 -2.4992
H 1.4811 -2.0742 -0.0285
H 2.6792 2.7692 1.2501
H 5.5742 1.5392 -3.7759
H 1.2324 2.1233 -1.3319
H 1.3008 -3.5845 4.2105
H 0.0699 1.7273 -2.9319
H 3.2283 4.8171 0.2841
H 3.3807 -2.0395 -4.5961
H -0.2937 3.4810 -1.4586
H 4.2249 0.8270 1.3135
H 0.9417 5.3182 -0.7380
H 0.4102 1.6936 0.1335
H -0.7892 4.6174 -2.7064
H 2.3442 -2.8509 5.4294
H 1.1955 3.6230 1.0030
H -1.1443 -2.7850 4.0033
H 2.1903 -1.8139 -2.4460
H 3.5030 3.6852 -1.0110
H 5.0680 -0.3694 -5.2730
H 0.5771 -1.1730 5.9617
H 0.4246 -1.1022 -1.0464
H -6.3055 -3.9490 3.3333
H -3.6910 -2.1843 3.4165
H -3.1715 -1.1219 0.5620
H -4.7125 -2.4228 1.9935
H -3.2675 2.8001 -1.1566
H 1.9114 -1.9413 3.9843
H 0.0046 -2.8097 6.2236
H -4.3137 -4.9014 2.1429
H -2.5059 3.1816 -3.3358
H 1.9362 3.3444 -2.7319
H 2.3525 5.8633 -1.5802
H -3.3358 -4.6606 3.5778
H -1.7444 -1.5610 5.1066
H -0.3144 -2.1154 -4.3302
H -2.9970 -2.8242 1.9259
H 2.8364 0.0845 2.1590
H 0.3223 -0.9355 0.7023
H -3.8204 1.2857 0.6953
H 1.4644 4.8767 -3.4656
H -5.6770 -5.3959 4.1007
H 4.4288 1.7430 -1.6305

Values from the calculation:
- total charge = 0
- frontier orbital gap (eV) = 8.6
- highest occupied orbital energy (eV) = -8.72
- relative energy (zero: lowest compared OMol25 entry of this formula, charge and spin) (kcal/mol) = 0.0
- M (g/mol) = 514.83
- total energy (eV) = -47769.4167

Mulliken population analysis, charges in e, atoms 1 to 6: Si -0.1818; N -0.4971; N -0.3562; N -0.4436; N -0.5836; C -0.5231

---

No. 2
7 unconnected molecules or ions with the total composition C32H47B2F18N4O13 in a non-equilibrium geometry, computed with ωB97M-V/def2-TZVPD.

Positions of all 116 atoms, in Å:
F -12.8067 0.5584 -3.3756
F -12.8141 2.5914 -2.6357
F -4.2659 -5.0969 1.6493
F 7.8681 -0.9818 0.2209
F -2.9919 -5.6939 3.2863
F -1.9340 2.2107 5.5530
F 2.0913 1.3090 -5.4048
F -0.6923 1.8831 3.8172
F -2.5715 2.9249 3.6188
F 1.8211 1.7629 -3.3141
F 14.5231 -0.4711 -3.6679
F -4.8004 -6.8007 2.8583
F 13.3588 1.3315 -3.9120
F 2.0257 3.3696 -4.7432
F -13.2948 0.9533 -1.3126
F 6.5534 0.3799 -0.8091
F 6.9714 -1.5576 -1.6538
F 14.5319 1.0299 -2.1192
O 12.0042 0.5483 -1.4839
O -0.9489 5.0733 3.9798
O 12.1660 -1.3648 -2.6597
O 5.6383 -2.2247 1.1958
O 4.5897 2.2006 -5.3922
O -5.3072 -5.2741 4.9705
O 4.4353 -1.1214 -0.3584
O 0.0482 3.9723 5.6710
O -10.2766 1.2690 -3.0264
O 4.5079 2.1269 -3.1455
O -5.3198 -3.5044 3.5810
O -5.5855 -0.6672 -1.1235
O -10.6326 1.1199 -0.8077
N -5.1762 -2.5910 0.3202
N 0.0287 -1.2241 -2.5333
N -0.1837 -3.3708 -1.5584
N -0.0702 -1.4287 -0.2008
C -0.7912 4.0940 4.6459
C -7.4821 -4.4728 5.7112
C 13.7627 0.4110 -3.0240
C 2.7374 -0.7830 1.3506
C 12.5519 -0.2714 -2.3687
C -2.6579 0.4979 -0.4829
C 10.8218 0.0641 -0.8123
C 0.0410 6.1109 6.8316
C 2.4514 2.1376 -4.4178
C -0.6247 -1.9562 -1.4426
C -4.2671 -5.5664 2.8820
C -8.8420 1.2171 -2.8325
C -2.0659 3.1971 -0.6130
C -12.5045 1.3238 -2.3187
C -2.3653 1.1231 -1.6748
C -5.9909 -4.5012 5.9701
C 5.5399 -1.5027 0.2442
C 6.0254 2.2520 -5.3435
C -8.3553 -0.2047 -2.6765
C -2.1809 -1.9763 -1.5124
C -1.5126 2.7606 4.4031
C 3.1807 -1.6203 0.1735
C -11.0206 1.2101 -1.9354
C 3.9745 2.1414 -4.2137
C 0.8298 5.1367 5.9829
C -2.3702 2.6367 0.5975
C 11.1834 -0.8314 0.3519
C -2.6544 1.3004 0.6403
C 6.7427 -0.9072 -0.5009
C -2.0758 2.4638 -1.7613
C -5.0395 -4.6378 3.8310
C 6.6146 0.8673 -5.1759
B -2.9637 -1.0997 -0.3555
B -4.6329 -1.4388 -0.3879
H 1.6964 4.7743 6.5328
H -8.5552 1.8356 -1.9830
H 11.8629 -0.3181 1.0339
H -8.4090 1.6664 -3.7240
H -7.9984 -3.9532 6.5183
H -2.5133 -1.6078 -2.4931
H -0.6099 -1.1751 -3.3159
H -0.4696 -3.8069 -0.6821
H 6.2535 0.2017 -5.9605
H -4.9767 -2.5423 1.3097
H 7.7029 0.9093 -5.2216
H -5.7827 -4.9919 6.9194
H 10.2985 0.9480 -0.4539
H 2.6838 0.2702 1.0706
H -7.2679 -0.2328 -2.6120
H -2.3609 3.2332 1.4916
H 6.3396 2.6834 -6.2923
H 0.2265 -0.2833 -2.2129
H -2.5115 -3.0179 -1.4883
H 1.1938 5.6039 5.0685
H -1.8057 4.2514 -0.6788
H 1.7583 -1.1035 1.6957
H -2.5806 -1.5081 0.7444
H -2.8861 0.8436 1.5981
H -0.3926 -1.9295 0.6112
H 0.8340 -3.3906 -1.5302
H -0.3368 5.6168 7.7276
H 2.4533 -1.5435 -0.6310
H -0.8188 6.4984 6.2856
H 3.2675 -2.6741 0.4358
H 6.3251 0.4312 -4.2197
H -7.8753 -5.4875 5.6355
H 11.6894 -1.7347 0.0105
H -0.1845 -0.4276 -0.1098
H -6.1743 -2.6840 0.1503
H 0.6689 6.9505 7.1294
H -8.6768 -0.8132 -3.5243
H 6.3531 2.9255 -4.5522
H -8.7613 -0.6641 -1.7759
H 3.4426 -0.8617 2.1810
H -5.5738 -3.4961 6.0220
H -7.7068 -3.9651 4.7736
H 10.2886 -1.1228 0.8982
H -2.3535 0.5660 -2.6057
H -1.8620 2.9151 -2.7211
H 10.1637 -0.4391 -1.5191
H -5.6087 0.2320 -0.7859

Values from the calculation:
- total charge = -1
- frontier orbital gap (eV) = 6.0
- highest occupied orbital energy (eV) = -4.19
- relative energy (zero: lowest compared OMol25 entry of this formula, charge and spin) (kcal/mol) = 8.2
- M (g/mol) = 1059.33
- total energy (eV) = -116797.6831

Mulliken population analysis, charges in e, atoms 1 to 6: F -0.2494; F -0.2590; F -0.2140; F -0.2574; F -0.2776; F -0.2836

---

No. 3
A molecular structure, C32H47BN4O8PRu in a non-equilibrium geometry, computed with ωB97M-V/def2-TZVPD.

Positions of all 94 atoms, in Å:
Ru 0.1397 -0.1682 0.1535
P 2.6873 -2.4734 -1.0152
O -2.2133 3.4801 0.8731
O -1.1993 3.4236 -1.1755
O 2.1485 -2.6860 3.2524
O 0.0202 2.5462 0.7228
O 0.3360 0.8748 -1.6861
O 1.5428 -1.8512 1.2700
O 0.3184 4.0824 2.3633
O 1.2969 -2.0951 -1.3691
N 1.0300 0.5414 2.2973
N 2.8005 -4.0505 -0.4659
N 3.4745 -2.6242 -2.5545
N 3.8420 -1.4320 -0.3685
C -2.2334 -2.1994 0.0356
C -3.1483 4.0624 -0.0270
C 0.4211 2.9038 2.0154
C 4.1055 -4.6571 -0.2825
C 1.2480 2.1140 4.1559
C -2.5814 3.6650 -1.4362
C 4.4410 -1.6397 0.9362
C 1.4556 -0.4099 3.1311
C 1.3337 0.6404 -3.8534
C -3.3666 -2.9489 0.4261
C -4.5307 -0.9601 3.3352
C -4.1409 -2.5497 1.4789
C 2.7269 -3.2409 -3.6302
C 1.7416 -0.2054 4.4677
C -3.7987 -1.3762 2.1923
C 4.8500 -2.3973 -2.8972
C 0.9106 1.8308 2.7974
C -2.6940 4.7480 -2.4977
C -4.5309 3.5071 0.2799
C 3.5859 -0.0167 -0.6618
C -1.8538 -1.0196 0.6502
C -2.3955 0.5917 2.4667
C -3.1057 0.9651 3.5738
C -4.1802 0.1667 4.0250
C -0.7610 -0.6186 -3.2709
C -2.6790 -0.6052 1.7562
C -3.1820 2.3607 -1.9612
C -3.1437 5.5697 0.2202
C 1.6280 1.1065 4.9857
C 1.7626 -4.5893 0.4133
C 1.7239 -1.7781 2.5288
C 0.0481 0.6614 -3.0134
B -1.0682 3.1433 0.1685
H -3.7401 5.0289 -2.6526
H -1.6383 -2.5771 -0.7933
H -0.5624 1.5050 -3.4046
H -1.6469 -0.6072 -2.6288
H -5.0122 -3.1213 1.7850
H -0.1548 -1.4809 -2.9944
H 4.3786 -4.7297 0.7775
H 1.1668 3.1449 4.4736
H 4.2599 -2.6486 1.3022
H -3.3406 5.7376 1.2812
H -5.2663 3.8930 -0.4327
H 1.9468 -0.2182 -3.5547
H 1.8442 1.3037 6.0303
H 4.5321 0.5340 -0.6134
H 5.3718 -3.3369 -3.1551
H -2.6695 2.0942 -2.8867
H -4.5298 2.4181 0.2545
H 3.1476 -4.2217 -3.9131
H -3.6234 -3.8564 -0.1140
H -4.2527 2.4554 -2.1568
H 1.1080 0.5676 -4.9254
H 1.6496 -5.6589 0.1975
H 4.1058 -5.6735 -0.6956
H 2.0614 -1.0451 5.0655
H 5.3729 -1.9250 -2.0678
H 2.0017 -4.4510 1.4699
H 4.9276 -1.7360 -3.7731
H -5.3644 -1.5715 3.6690
H 4.0434 -0.9487 1.6854
H -2.1599 5.9886 -0.0015
H -3.9062 6.0805 -0.3724
H 0.8274 -4.0728 0.2105
H 2.7303 -2.6080 -4.5283
H 2.8857 0.4343 0.0481
H 1.6940 -3.3802 -3.3194
H -4.7268 0.4521 4.9174
H -4.8145 3.8205 1.2876
H -2.8424 1.8717 4.1071
H -1.0728 -0.7014 -4.3201
H 4.8691 -4.0788 -0.8037
H -2.9970 1.5503 -1.2510
H -2.2845 4.3638 -3.4340
H 3.1555 0.0914 -1.6573
H -1.5915 1.2119 2.1023
H -2.1176 5.6293 -2.2155
H 1.8972 1.5592 -3.6698
H 5.5250 -1.4792 0.8643

Values from the calculation:
- total charge = -2
- frontier orbital gap (spin up / spin down) (eV) = 4.1 / 5.9
- highest occupied orbital energy (spin up / spin down) (eV) = 0.28 / -1.50
- relative energy (zero: lowest compared OMol25 entry of this formula, charge and spin) (kcal/mol) = 0.0
- M (g/mol) = 758.60
- spin multiplicity = 6
- total energy (eV) = -68839.7208

Mulliken population analysis, charges in e, atoms 1 to 6: Ru 1.7306; P -0.6183; O 0.0242; O -0.4628; O -0.8387; O 0.0322